This record from OMol25 describes a molecular structure, C24H36BrCuN2O3S. The level of theory is wB97M-V/def2-TZVPD.

The largest force on an atom is 0.0122 Eh/bohr. As for the HOMO-LUMO gap (alpha / beta): 8.43 / 6.19 eV. Its relative energy (zero: lowest compared OMol25 entry of this formula, charge and spin) is 98.7 kJ/mol. The electronic energy comes out at -5883.867518 a.u. The calculation puts the HOMO energy (alpha / beta) at -0.39240 / -0.39224 Eh.

ORCA input file:
```
! wB97M-V def2-TZVPD RIJCOSX def2/J DEFGRID3
* xyz 1 2
Br -1.690 -1.962 4.147
Cu -0.912 0.402 -0.122
S 2.256 -0.756 0.413
O -0.561 -0.906 -1.516
O -0.147 1.314 1.389
O -1.061 -0.626 1.556
N 2.675 -3.105 1.634
N 4.464 -2.170 0.567
C -0.751 -2.339 -1.351
C -0.308 3.810 -0.202
C -4.051 0.550 -1.185
C 3.161 -2.089 0.900
C 0.273 -0.726 5.707
C 0.153 -3.086 -2.296
C 1.275 0.175 6.023
C -0.426 1.351 -4.594
C 0.864 3.220 -2.790
C -2.203 2.223 -0.745
C -3.052 0.215 -3.871
C 1.706 1.106 5.087
C -1.068 1.667 -3.266
C 1.127 1.123 3.834
C -0.392 0.292 2.121
C -0.976 2.827 -1.124
C 0.118 0.219 3.495
C 5.366 -3.233 0.955
C -2.924 2.654 0.514
C 1.299 -3.219 2.075
C -2.283 1.081 -2.903
C -0.308 -0.710 4.447
C -2.809 1.294 -1.616
C -0.415 2.539 -2.375
H -1.808 -2.565 -1.502
H -2.633 2.089 1.401
H 0.656 1.270 -4.501
H -0.493 -2.516 -0.309
H -4.000 2.551 0.395
H -0.086 -2.861 -3.337
H -0.782 0.412 -5.011
H 1.273 -3.722 3.040
H 1.462 1.826 3.084
H 1.719 0.150 7.010
H 6.354 -3.007 0.564
H 5.060 -4.198 0.540
H 0.926 4.224 -2.378
H -4.093 0.425 -0.104
H -4.092 -0.442 -1.631
H 0.936 3.311 -3.870
H -0.068 -1.446 6.438
H 0.775 3.738 -0.267
H -4.125 0.333 -3.732
H -2.721 3.701 0.725
H -2.832 0.476 -4.902
H -0.776 -0.610 -2.412
H 4.801 -1.398 0.020
H 1.746 2.673 -2.447
H -0.631 2.132 -5.331
H -2.841 -0.855 -3.755
H -0.590 4.833 -0.467
H 2.488 1.810 5.332
H 3.283 -3.884 1.826
H 0.027 -4.160 -2.159
H 0.691 -3.784 1.365
H 0.874 -2.225 2.178
H -4.961 1.078 -1.483
H -0.580 3.640 0.833
H 1.193 -2.824 -2.104
H 5.447 -3.314 2.041
*
```



This record from OMol25 describes a molecular structure, C24H36BrN3O3S3SiSr. The level of theory is wB97M-V/def2-TZVPD.

The largest force on an atom is 0.0085 Eh/bohr. As for the HOMO-LUMO gap: 6.00 eV. Its relative energy (zero: lowest compared OMol25 entry of this formula, charge and spin) is 0.0 kJ/mol. The electronic energy comes out at -5415.080580 a.u. The calculation puts the HOMO energy at -0.25470 Eh.

ORCA input file:
```
! wB97M-V def2-TZVPD RIJCOSX def2/J DEFGRID3
* xyz 0 1
Sr -0.382 -0.161 0.142
Br -3.179 0.549 1.513
S -0.091 -2.779 -0.913
S 1.206 -1.542 -1.896
S 2.853 -0.384 1.537
Si -5.181 -0.013 0.428
O 0.018 -4.157 -1.294
O -1.430 -2.163 -1.171
O 0.175 -2.508 0.543
N 3.574 2.130 0.008
N 1.862 0.880 1.027
N -0.018 2.559 0.159
C 6.866 0.505 -0.389
C 4.403 -0.028 0.776
C -6.293 0.608 -2.104
C -6.386 1.191 1.339
C -0.736 4.659 -0.722
C 0.582 5.022 -0.941
C -4.178 -2.686 0.595
C 1.595 4.140 -0.595
C -6.225 1.182 2.869
C 6.655 -0.696 0.259
C 5.839 1.439 -0.469
C -4.069 1.661 -1.630
C -5.866 -2.070 2.285
C 2.279 1.896 0.370
C -7.845 0.808 1.029
C 4.614 1.174 0.113
C -6.567 -2.422 -0.075
C -5.449 -1.859 0.823
C 5.417 -0.966 0.832
C -4.925 0.401 -1.426
C -6.164 2.650 0.912
C 1.257 2.914 -0.037
C -4.214 -0.734 -2.180
C -0.983 3.411 -0.169
H -6.821 1.493 -1.755
H -6.390 2.830 -0.136
H 3.768 2.912 -0.588
H -6.125 0.730 -3.179
H -6.369 0.202 3.313
H -5.139 2.975 1.107
H -1.555 5.317 -0.975
H -6.827 3.290 1.502
H -3.375 -2.399 1.276
H 2.621 4.443 -0.746
H -6.982 1.849 3.295
H -5.250 1.556 3.180
H -7.512 -1.889 0.036
H -6.295 -2.421 -1.130
H -6.848 -1.654 2.510
H -4.809 -1.646 -2.220
H 7.444 -1.434 0.316
H -8.109 -0.160 1.452
H 5.992 2.378 -0.990
H -4.018 1.880 -2.701
H -3.044 1.496 -1.287
H 7.822 0.722 -0.844
H 0.826 5.983 -1.374
H -4.455 2.543 -1.124
H -6.745 -3.464 0.208
H -5.918 -3.146 2.474
H -3.239 -1.001 -1.766
H -6.949 -0.255 -1.978
H -8.065 0.783 -0.038
H -4.411 -3.736 0.800
H -3.776 -2.627 -0.412
H -1.999 3.076 0.021
H -4.052 -0.414 -3.215
H -8.508 1.551 1.483
H -5.139 -1.651 2.984
H 5.237 -1.914 1.322
*
```



This record from OMol25 describes a molecular structure, C24H36CoN7O4S4Si in a non-equilibrium geometry. The level of theory is wB97M-V/def2-TZVPD.

The largest force on an atom is 0.0283 Eh/bohr. As for the HOMO-LUMO gap (alpha / beta): 6.64 / 6.61 eV. Its relative energy (zero: lowest compared OMol25 entry of this formula, charge and spin) is 165.1 kJ/mol. The electronic energy comes out at -4885.597243 a.u. The calculation puts the HOMO energy (alpha / beta) at -0.16064 / -0.15968 Eh.

ORCA input file:
```
! wB97M-V def2-TZVPD RIJCOSX def2/J DEFGRID3
* xyz -1 4
Co 0.372 0.225 -0.941
S -1.500 3.023 2.381
S -0.632 0.152 2.421
S 2.954 -1.599 0.620
S -2.363 -0.353 -1.066
Si -4.124 -3.053 -1.303
O 4.084 2.156 -0.742
O -0.156 1.660 -2.277
O 2.087 1.312 -0.238
O -0.086 2.849 -4.525
N 2.021 -0.042 -2.556
N -0.537 1.670 0.266
N -0.783 2.808 -0.402
N 2.920 0.500 2.145
N 2.948 0.988 -2.299
N 3.112 -1.559 3.236
N -0.201 -1.765 -1.038
C -0.695 5.139 -4.583
C 3.159 1.327 3.298
C 2.859 -2.984 3.215
C -1.506 -4.210 -0.919
C -4.708 -4.880 -1.413
C -1.727 2.102 3.953
C 3.074 1.518 -1.008
C -0.656 1.039 4.030
C -4.505 -2.276 -3.004
C -2.257 -3.061 -1.026
C 0.486 -2.905 -1.024
C -1.120 6.291 -3.951
C 4.647 1.382 3.659
C 4.124 -3.760 2.870
C -1.194 5.105 -1.874
C -0.764 3.936 -2.493
C -0.114 -4.142 -0.925
C -0.825 1.619 1.498
C 2.979 -0.829 2.093
C -1.374 6.273 -2.590
C -5.126 -2.270 0.117
C -0.511 3.957 -3.873
C -1.552 -1.835 -1.042
C -0.544 2.705 -1.701
H -4.140 -1.257 -3.037
H -1.375 5.066 -0.812
H -2.723 1.658 3.941
H 2.961 -1.072 4.106
H -5.777 -4.914 -1.596
H 0.492 -5.035 -0.874
H 2.108 -3.186 2.443
H 3.894 -4.815 2.758
H -4.886 -2.732 1.070
H 2.482 -0.942 -2.681
H -4.908 -1.212 0.195
H 4.500 -3.382 1.924
H -5.569 -2.261 -3.216
H 2.696 0.943 1.227
H 1.454 0.190 -3.370
H 0.020 3.059 -5.462
H 4.882 -3.635 3.638
H 2.802 2.329 3.053
H 5.201 1.856 2.853
H 3.777 1.039 -2.878
H -0.854 0.298 4.802
H -1.246 7.200 -4.523
H -2.002 -5.169 -0.845
H -6.193 -2.389 -0.051
H 1.561 -2.820 -1.069
H -1.650 2.827 4.764
H -1.716 7.171 -2.094
H 0.324 1.492 4.183
H 2.582 0.964 4.165
H 2.463 -3.284 4.189
H -0.503 5.139 -5.651
H -4.518 -5.426 -0.493
H -4.016 -2.829 -3.802
H 4.797 1.952 4.574
H -4.221 -5.413 -2.224
H 5.036 0.376 3.801
*
```



This record from OMol25 describes a molecular structure, C24H36N2PrSi in a non-equilibrium geometry. The level of theory is wB97M-V/def2-TZVPD.

The largest force on an atom is 0.0792 Eh/bohr. As for the HOMO-LUMO gap (alpha / beta): 4.32 / 4.99 eV. Its relative energy (zero: lowest compared OMol25 entry of this formula, charge and spin) is 181.8 kJ/mol. The electronic energy comes out at -1851.750564 a.u. The calculation puts the HOMO energy (alpha / beta) at -0.29767 / -0.30336 Eh.

ORCA input file:
```
! wB97M-V def2-TZVPD RIJCOSX def2/J DEFGRID3
* xyz 1 3
Pr 0.157 -0.920 -0.429
Si -0.441 -1.444 -4.529
N 0.365 -1.495 1.972
N 1.635 -2.783 -0.238
C 1.994 -0.274 -5.107
C -1.538 0.547 -7.992
C -2.845 0.968 -7.682
C 3.028 -0.047 -6.039
C 0.422 1.867 -1.144
C 1.735 -3.441 1.117
C 1.536 -3.765 -1.330
C 2.721 -1.800 -0.495
C 2.762 -2.358 -6.923
C -3.509 0.410 -6.574
C 3.355 -1.074 -6.950
C -2.836 -0.466 -5.708
C -0.668 1.833 -0.206
C 1.622 1.469 -0.424
C -0.894 -2.235 1.697
C 0.170 -0.792 3.256
C -1.463 -0.771 -5.915
C 1.493 -2.429 2.230
C -0.871 -0.325 -7.117
C 1.251 1.155 0.935
C 1.244 -1.489 -5.273
C -0.170 1.407 1.077
C -2.345 1.705 -3.236
C 1.720 -2.598 -6.004
H 1.002 -0.119 3.435
H -1.492 2.286 -3.619
H 0.126 -1.477 4.104
H 4.192 -0.889 -7.668
H 2.384 -1.828 2.403
H 2.565 -1.279 -1.469
H 2.776 -1.064 0.328
H -1.113 -2.976 2.481
H 1.266 -3.585 -5.817
H 1.721 0.409 -4.263
H -1.691 2.142 -0.372
H -3.381 1.655 -8.350
H 2.746 -3.873 1.158
H 0.339 2.281 -2.155
H 1.948 1.010 1.762
H -2.799 2.237 -2.438
H -2.005 0.719 -2.886
H 1.312 -3.010 3.141
H 2.471 -4.328 -1.429
H -0.837 -2.826 -4.158
H -0.898 -2.792 0.746
H -1.741 -1.529 1.677
H 1.307 -3.291 -2.293
H -3.360 -0.942 -4.872
H -0.739 -0.195 3.262
H 3.120 -3.214 -7.543
H 3.688 -2.328 -0.527
H 3.617 0.911 -5.964
H -4.558 0.636 -6.385
H 0.126 -0.671 -7.396
H -0.758 1.433 2.002
H 2.648 1.567 -0.775
H -1.061 0.925 -8.896
H -2.950 1.488 -4.106
H 0.999 -4.247 1.099
H 0.744 -4.461 -1.086
*
```



This record from OMol25 describes a molecular structure, C24H36N4O5S in a non-equilibrium geometry. The level of theory is wB97M-V/def2-TZVPD.

The largest force on an atom is 0.3315 Eh/bohr. As for the HOMO-LUMO gap: 8.02 eV. Its relative energy (zero: lowest compared OMol25 entry of this formula, charge and spin) is 2481.5 kJ/mol. The electronic energy comes out at -1928.615245 a.u. The calculation puts the HOMO energy at -0.31940 Eh.

ORCA input file:
```
! wB97M-V def2-TZVPD RIJCOSX def2/J DEFGRID3
* xyz 0 1
S 4.786 -1.432 1.466
O 4.282 -1.614 -2.555
O -2.141 3.695 -0.228
O 3.922 -2.434 2.381
O -0.138 0.041 0.634
O 5.976 -1.280 2.082
N -2.402 1.284 -0.084
N 1.884 3.424 0.225
N 4.976 -2.301 0.022
N -3.968 -1.389 1.002
C 3.773 0.032 1.262
C -4.483 1.412 1.462
C 2.697 2.424 0.384
C 3.815 -3.019 -0.528
C -5.493 -2.598 -0.001
C 5.911 -1.941 -0.993
C -5.268 -1.826 1.195
C 0.389 1.247 0.261
C -3.820 -0.121 2.045
C 2.698 4.617 -0.074
C 0.615 3.289 0.077
C 5.250 -1.213 -1.989
C 2.519 0.069 1.054
C -1.664 2.668 0.067
C -5.768 -2.854 -2.404
C -5.319 -1.971 -1.306
C -3.969 1.567 -0.062
C 4.582 1.090 0.805
C 3.271 4.638 -1.511
C -3.006 -2.282 1.423
C -0.278 2.321 0.303
C 3.963 2.318 0.691
C 1.792 1.183 0.828
C 3.271 -2.198 -1.841
H 4.746 3.090 0.409
H -6.796 -3.064 -2.304
H 0.155 4.304 -0.110
H -2.067 -1.846 1.435
H 2.986 -3.126 0.334
H 2.093 5.602 -0.056
H 6.399 -2.917 -1.294
H 3.452 4.892 0.550
H -5.126 -3.669 -2.099
H -5.482 1.260 1.396
H 4.257 -4.095 -0.799
H -4.246 2.053 2.153
H -5.821 -2.397 -3.353
H 5.595 1.112 0.936
H 2.621 -1.237 -1.011
H -1.842 0.513 0.320
H -4.219 2.386 -0.388
H -6.839 -3.050 0.232
H -5.993 -0.981 1.329
H 3.865 4.024 -1.792
H 4.765 -0.199 -1.509
H 5.953 -0.904 -2.750
H 6.698 -1.290 -0.283
H -6.105 -1.176 -1.260
H -4.173 0.783 -0.424
H -4.285 -0.333 2.939
H 3.515 5.797 -1.670
H -5.409 -2.368 2.090
H -3.080 -2.950 0.522
H -4.397 -1.704 -1.347
H -3.032 -2.644 2.244
H -2.649 0.062 2.544
H 2.341 4.793 -2.357
H 1.953 -1.120 1.184
H 2.509 -2.754 -1.976
H -5.002 -3.693 0.075
*
```



This record from OMol25 describes 6 unconnected molecules or ions with the total composition C24H36N7O2P in a non-equilibrium geometry. The level of theory is wB97M-V/def2-TZVPD.

The largest force on an atom is 0.0404 Eh/bohr. As for the structure (SMILES): CP(C)OC(=O)NCN.c1cc[nH]c1.c1cc[nH]c1.c1cc[nH]c1.c1cc[nH]c1.c1cc[nH]c1. As for the HOMO-LUMO gap: 8.42 eV. The electronic energy comes out at -1811.198572 a.u. The calculation puts the HOMO energy at -0.30048 Eh.

ORCA input file:
```
! wB97M-V def2-TZVPD RIJCOSX def2/J DEFGRID3
* xyz 0 1
P -0.715 -2.099 4.396
O -1.773 -1.148 5.299
O -2.723 0.437 4.022
N 0.636 2.711 -2.372
N 4.820 5.717 -2.674
N -5.596 -1.893 0.019
N -0.819 -0.989 -0.976
N -4.695 -2.149 2.790
N 3.254 -1.198 0.669
N -4.092 -1.204 4.961
C -4.981 -1.127 3.783
C -4.434 -1.514 -0.600
C -0.748 -2.354 -0.872
C 5.136 -0.597 1.661
C 5.251 6.665 -3.561
C 6.563 6.402 -3.852
C -0.981 -0.640 -2.288
C -4.536 -1.841 -1.927
C -1.557 -3.723 4.200
C 4.224 -0.237 0.703
C 1.059 3.652 -3.273
C -0.618 -1.419 2.715
C -1.012 -1.789 -3.028
C -5.814 -2.434 -2.113
C 5.839 4.851 -2.393
C -0.853 -2.879 -2.131
C 3.532 -2.166 1.598
C 1.664 1.852 -2.089
C 2.370 3.390 -3.568
C 2.755 2.248 -2.813
C 4.692 -1.821 2.235
C 6.937 5.248 -3.109
C -2.840 -0.558 4.691
C -6.443 -2.452 -0.897
H -4.025 -1.808 2.111
H 4.182 0.622 0.054
H 7.900 4.767 -3.102
H 2.878 -3.013 1.724
H -2.489 -3.799 4.763
H -3.633 -1.056 -0.044
H 1.531 1.035 -1.400
H -0.630 -2.825 0.088
H -6.223 -2.811 -3.036
H 4.591 7.442 -3.908
H -7.412 -2.818 -0.605
H 3.893 5.656 -2.295
H 5.696 4.030 -1.712
H 2.457 -1.198 0.058
H 0.323 -1.811 2.318
H -4.542 -0.674 5.705
H -1.739 -3.955 3.144
H -1.446 -1.746 2.073
H 0.394 4.422 -3.625
H -0.766 -0.349 -0.204
H 2.989 3.952 -4.248
H -0.845 -4.459 4.583
H -6.002 -1.263 4.155
H 7.185 6.970 -4.521
H -4.936 -0.146 3.302
H -4.285 -2.950 3.253
H -5.799 -1.785 0.996
H -1.064 0.390 -2.588
H -1.127 -1.840 -4.097
H -0.826 -3.925 -2.381
H 3.722 1.772 -2.809
H -0.286 2.665 -1.982
H 5.167 -2.378 3.024
H -0.575 -0.327 2.747
H -3.781 -1.688 -2.678
H 6.019 -0.041 1.928
*
```



This record from OMol25 describes a molecular structure, C24H36NO2P2Yb in a non-equilibrium geometry. The level of theory is wB97M-V/def2-TZVPD.

The largest force on an atom is 0.0546 Eh/bohr. As for the HOMO-LUMO gap (alpha / beta): 6.04 / 6.00 eV. Its relative energy (zero: lowest compared OMol25 entry of this formula, charge and spin) is 18.7 kJ/mol. The electronic energy comes out at -2982.612421 a.u. The calculation puts the HOMO energy (alpha / beta) at -0.22593 / -0.22647 Eh.

ORCA input file:
```
! wB97M-V def2-TZVPD RIJCOSX def2/J DEFGRID3
* xyz 0 2
Yb 0.611 -0.540 -1.562
P -2.264 0.087 -1.405
P 2.492 0.396 0.460
O -0.429 0.795 -5.401
O 0.012 -1.730 -3.591
N 0.360 1.880 -1.177
C 0.281 4.634 -1.705
C -0.819 -3.158 0.510
C 4.147 0.591 -0.296
C 2.099 2.218 0.585
C 1.332 -4.637 -0.529
C -1.956 -0.825 5.062
C -3.074 -0.883 -2.768
C 1.336 -3.215 -0.596
C -0.640 3.790 -2.284
C -0.797 -4.576 0.618
C 0.271 -5.309 0.087
C 1.164 4.117 -0.755
C -0.435 1.048 5.370
C 3.006 0.097 2.194
C 1.179 2.738 -0.512
C -0.888 0.204 3.109
C -1.746 -0.791 3.689
C -3.804 0.707 -0.580
C -0.249 1.139 3.996
C -0.706 2.424 -1.887
C -1.828 1.597 -2.214
C -0.642 0.289 1.736
C 0.234 -2.531 -0.121
C -1.285 0.068 5.914
H -4.208 -0.006 0.156
H 2.234 -2.711 -0.985
H 4.544 -0.410 -0.491
H -2.624 -1.573 5.471
H -2.444 1.969 -3.069
H 4.033 1.091 -1.262
H -4.536 0.919 -1.376
H 2.231 0.342 2.930
H -1.668 -2.605 0.922
H -0.764 -0.599 1.096
H -3.474 -1.815 -2.341
H 2.176 -5.202 -0.936
H 2.722 -0.972 -2.617
H -1.447 0.006 6.997
H 4.840 1.156 0.335
H 3.049 2.792 0.576
H 3.031 -0.707 -1.977
H 0.024 -1.201 -4.399
H 3.223 -0.967 2.321
H 0.093 -2.653 -3.897
H 0.268 -6.397 0.133
H 0.304 1.441 -5.392
H -2.361 -1.162 -3.557
H -1.630 -5.095 1.101
H -1.374 4.143 -2.998
H -3.902 -0.301 -3.196
H 1.626 2.410 1.577
H 1.857 4.761 -0.203
H 0.083 1.732 6.041
H 0.382 1.939 3.572
H 0.289 5.698 -1.929
H -2.262 -1.478 3.001
H -0.439 1.253 1.265
H -1.254 1.312 -5.230
H -3.502 1.633 -0.072
H 3.919 0.634 2.483
*
```



Among the records above, which one has the highest electronic energy?
C24H36N7O2P



Which of these has the lowest electronic energy?
C24H36BrCuN2O3S



Among the records above, which one has the highest electronic energy?
C24H36N7O2P